No. 1
A structure of composition C4H12N2S. Source: OMol25; level of theory: the ωB97M-V functional and the def2-TZVPD basis.

DFT total energy = -667.269928 hartree
Relative energy (zero: lowest compared OMol25 entry of this formula, charge and spin) = 15.7 kcal per mole

Structure (ORCA input):
```
! RIJCOSX wB97M-V def2-TZVPD def2/J DEFGRID3
* xyz 0 1
C -1.7178 0.3590 -1.1664
N -1.3339 -0.0410 0.1714
C -2.1756 -0.1087 1.1279
N -1.8139 -0.4185 2.3764
H -1.5564 -0.4657 -1.8560
H -1.1081 1.2043 -1.4763
H -2.7674 0.6590 -1.2080
H -0.1130 -0.2725 0.4773
H -3.2295 0.0994 0.9540
H -0.8417 -0.5843 2.5918
H -2.4909 -0.5048 3.1130
C 2.5008 -0.2976 -1.3725
C 2.3803 0.4077 -0.0309
S 1.3670 -0.5232 1.1727
H 1.5346 -0.3555 -1.8719
H 2.8606 -1.3127 -1.2282
H 3.1939 0.2200 -2.0373
H 1.9468 1.4029 -0.1483
H 3.3640 0.5322 0.4112
*
```

---

No. 2
A cluster of 2 separate species, C4H12N2S in total at a distorted geometry. Source: OMol25; level of theory: the ωB97M-V functional and the def2-TZVPD basis.

DFT total energy = -667.091306 hartree
Relative energy (zero: lowest compared OMol25 entry of this formula, charge and spin) = 127.7 kcal per mole

Structure (ORCA input):
```
! RIJCOSX wB97M-V def2-TZVPD def2/J DEFGRID3
* xyz 0 1
C 2.2627 0.9414 0.2274
C -1.8168 -0.0961 1.1059
C -0.7997 0.6567 -0.8116
C 1.2822 -0.0105 0.7015
N -1.7872 -1.5036 -0.7743
N -1.7092 -0.1589 -0.3145
S 1.5849 -1.7157 0.1063
H 3.1038 0.7379 0.7165
H 2.3620 0.8315 -0.8127
H 2.0978 2.0813 0.4751
H -2.5592 -0.7328 1.4108
H -0.7446 -0.3424 1.4352
H -1.9289 1.0017 1.3288
H -0.2058 0.2787 -1.6900
H -0.7512 1.7360 -0.6657
H 1.3498 -0.0394 1.8740
H -1.0248 -1.9002 -1.3461
H -2.6461 -1.5918 -1.2782
H 2.4479 -1.3588 -0.9491
*
```

---

No. 3
A structure of composition C4H12N2S. Source: OMol25; level of theory: the ωB97M-V functional and the def2-TZVPD basis.

DFT total energy = -667.266068 hartree
Relative energy (zero: lowest compared OMol25 entry of this formula, charge and spin) = 18.1 kcal per mole

Structure (ORCA input):
```
! RIJCOSX wB97M-V def2-TZVPD def2/J DEFGRID3
* xyz 0 1
C 1.5536 0.2285 -2.3373
N 0.4811 0.5700 -1.4203
C 0.0927 1.7976 -1.3694
N -0.6434 2.2623 -0.3603
H 1.1846 -0.2711 -3.2362
H 2.2543 -0.4721 -1.8901
H 2.1022 1.1166 -2.6553
H 0.4315 -0.0276 -0.2725
H 0.4590 2.5441 -2.0747
H -0.6765 1.6993 0.4983
H -0.9446 3.2114 -0.3472
C -0.9995 -2.6882 1.1471
C -1.1316 -1.2555 1.6722
S 0.3704 -0.2569 1.3671
H 0.0186 -3.0527 1.2816
H -1.2414 -2.7709 0.0876
H -1.6599 -3.3566 1.7071
H -1.2460 -1.2704 2.7519
H -1.9925 -0.7728 1.2136
*
```

---

Q: Look up the relative energy (zero: lowest compared OMol25 entry of this formula, charge and spin) of the third one.
A: 18.1 kcal per mole